Record 1
The following is a DFT calculation (ωB97M-V with the def2-TZVPD basis set) of a 2-piece molecular cluster, C8H10F2N2Si overall at a distorted geometry.

The geometry in ORCA input format:
```
! RIJCOSX wB97M-V def2-TZVPD def2/J DEFGRID3
* xyz 0 1
H 1.0798 -1.3131 1.6918
C -0.0938 2.3513 1.3386
C 0.3323 0.7447 -0.9542
H 2.8129 -2.1990 0.1819
H 2.3535 -0.8783 -0.8397
H -3.1319 -1.7578 -1.5568
N 0.3983 1.1414 -2.0315
C -0.4691 -2.0308 0.4521
H -0.6382 2.7277 0.6083
F -3.1458 0.2490 1.4182
H -4.5178 -1.6617 -0.4954
N -1.2407 -2.8822 0.3990
F -3.2046 1.7238 -0.5762
C 0.4783 1.1579 1.3433
C 0.4238 0.1854 0.3345
H 0.9958 0.8190 2.1827
Si -3.0124 0.2167 -0.1462
H -4.5318 -0.4886 -1.9599
H 1.5374 -2.3986 -1.0501
H 0.0389 3.0136 2.1570
C 0.7671 -1.2252 0.5552
C -3.9356 -1.0405 -1.1265
C 1.9298 -1.7652 -0.3216
*
```

Results
highest occupied orbital energy (alpha / beta)	-8.5403 / -7.3070	eV
orbital gap (alpha / beta)	8.2 / 5.7	eV
energy above the lowest of the compared OMol25 structures with the same formula, charge and spin	43.3	kcal per mole

Mulliken charges in e: number 1, H, carries 0.397; number 2, C, carries -1.164; number 3, C, carries 0.066; number 4, H, carries 0.307; number 5, H, carries 0.351; number 6, H, carries 0.301; number 7, N, carries -0.514; number 8, C, carries -0.337; number 9, H, carries 0.425; number 10, F, carries -0.240; number 11, H, carries 0.355; number 12, N, carries -0.467; number 13, F, carries -0.227; number 14, C, carries -0.207; number 15, C, carries 0.100; number 16, H, carries 0.344; number 17, Si, carries 0.634; number 18, H, carries 0.298; number 19, H, carries 0.401; number 20, H, carries 0.265; number 21, C, carries 1.234; number 22, C, carries -0.966; number 23, C, carries -1.354

=====

Record 2
The following is a DFT calculation (ωB97M-V with the def2-TZVPD basis set) of AsF6H28O14 as an isolated structure at a distorted geometry.

The geometry in ORCA input format:
```
! RIJCOSX wB97M-V def2-TZVPD def2/J DEFGRID3
* xyz -1 1
H -2.2501 2.1629 2.8799
H 3.6523 3.0761 0.2255
F 1.3720 -0.5150 -1.8491
F -0.6126 -1.5338 -0.6823
H 3.9957 -0.2993 0.7504
F 1.1733 -0.4619 0.7461
H 1.3485 0.8855 3.7366
O 2.1354 -3.1118 -1.8265
O -0.4038 3.7657 -1.2005
H 3.6973 -0.2888 2.2346
H 2.4792 2.6405 -0.6266
H -0.5638 2.8546 -0.9546
O -2.0729 -0.4386 -4.0523
H -1.4428 0.8844 2.9560
O -2.8685 2.4152 -2.5883
H -1.7793 0.0859 -3.3074
H 1.0080 -3.2333 0.7671
H -3.3770 1.9464 -3.2501
O -2.3413 1.2142 2.9694
H 3.9425 1.3844 -1.6011
H 3.3558 -0.0111 -1.5812
H -2.0062 2.5325 -2.9868
H -2.8917 -0.2581 0.4653
H -3.1434 2.1903 -0.6055
H -0.4108 -2.5375 3.8711
F -0.8186 0.6458 -1.9695
H -2.1788 -4.7278 0.1387
O 4.4175 -0.2294 1.6068
H 1.7649 -3.6869 -2.4960
H 1.9344 -2.2272 -2.1320
O 0.3232 -1.9364 3.7436
O -3.3836 2.5726 0.2385
O -2.8279 -4.1574 -0.2730
F -1.0428 0.7218 0.4695
H -0.2979 3.7425 -2.1516
H -3.2330 0.0135 1.9150
O 4.0332 0.5311 -1.1769
As 0.2470 0.0903 -0.6158
O 3.1442 3.3243 -0.5468
O 2.0780 0.4988 3.2524
H -2.9031 -0.0404 -4.3139
H 1.6648 -0.1172 2.6474
O 0.8323 -3.6565 1.6075
H -2.3455 -3.3581 -0.4840
H 0.7711 -2.2665 2.9647
H 1.4955 -4.3436 1.6735
H -3.2060 1.8801 0.8750
O -3.6079 -0.3151 1.0978
F 1.1429 1.6924 -0.5606
*
```

Results
highest occupied orbital energy	-7.8532	eV
orbital gap	9.7	eV
energy above the lowest of the compared OMol25 structures with the same formula, charge and spin	32.9	kcal per mole

Mulliken charges in e: number 1, H, carries 0.334; number 2, H, carries 0.342; number 3, F, carries -0.602; number 4, F, carries -0.481; number 5, H, carries 0.333; number 6, F, carries -0.395; number 7, H, carries 0.270; number 8, O, carries -0.607; number 9, O, carries -0.633; number 10, H, carries 0.350; number 11, H, carries 0.413; number 12, H, carries 0.248; number 13, O, carries -0.618; number 14, H, carries 0.304; number 15, O, carries -0.602; number 16, H, carries 0.358; number 17, H, carries 0.307; number 18, H, carries 0.238; number 19, O, carries -0.686; number 20, H, carries 0.311; number 21, H, carries 0.296; number 22, H, carries 0.256; number 23, H, carries 0.264; number 24, H, carries 0.301; number 25, H, carries 0.289; number 26, F, carries -0.421; number 27, H, carries 0.306; number 28, O, carries -0.655; number 29, H, carries 0.308; number 30, H, carries 0.334; number 31, O, carries -0.618; number 32, O, carries -0.695; number 33, O, carries -0.666; number 34, F, carries -0.433; number 35, H, carries 0.328; number 36, H, carries 0.420; number 37, O, carries -0.632; number 38, As, carries 2.031; number 39, O, carries -0.712; number 40, O, carries -0.642; number 41, H, carries 0.312; number 42, H, carries 0.216; number 43, O, carries -0.668; number 44, H, carries 0.345; number 45, H, carries 0.368; number 46, H, carries 0.293; number 47, H, carries 0.373; number 48, O, carries -0.694; number 49, F, carries -0.385

=====

Record 3
The following is a DFT calculation (ωB97M-V with the def2-TZVPD basis set) of C32H33F5N5OSTi as an isolated structure at a distorted geometry.

The geometry in ORCA input format:
```
! RIJCOSX wB97M-V def2-TZVPD def2/J DEFGRID3
* xyz 0 2
C 3.3596 2.5349 -1.4096
C 1.6370 -3.7009 -1.3703
H 0.5447 -1.9652 -2.0377
O -1.7787 -0.4680 -1.6961
H 1.1847 0.9788 -2.0701
C 1.9124 -2.3228 1.0378
C 1.3117 1.6064 1.3199
C 3.8068 1.7200 -0.1941
N -0.6770 -3.6575 2.8344
C -3.0058 2.8960 2.1921
H -1.6698 1.8871 4.5540
C -2.3638 1.7060 1.8376
C -5.2153 -0.3569 -2.8999
C 3.6101 2.5520 1.0757
C -3.1694 3.4406 -0.1287
F -6.0587 -0.3865 -5.1014
H 3.0289 -5.2840 2.1066
C 3.2234 -4.2122 2.0482
H 2.0557 -3.9685 -3.4638
C -1.9910 0.8862 4.2641
H 1.9596 -1.7931 1.9828
H 4.8619 1.4529 -0.2981
H 3.5197 1.9611 -2.3274
C 2.3249 -4.2602 -0.3043
C -2.6465 -0.5005 -3.8922
H 4.2091 3.4665 1.0211
C -3.7231 -0.4812 -4.7595
H -3.0125 0.7438 4.6260
H 2.2209 4.6452 -0.0530
F -6.4552 -0.2812 -2.4105
H 0.4327 -4.4493 -2.9892
F -4.3470 -0.3173 -0.7166
C 1.8768 2.8820 -1.2640
F -3.5196 -0.5295 -6.0776
C -2.8191 -0.4526 -2.5059
H -3.4674 4.0965 -0.9339
H -3.1809 3.1129 3.2365
C 1.2303 -1.7321 -0.0280
N -0.9987 -1.4083 2.9343
H -1.3550 0.1507 4.7484
S -2.0810 -2.6864 0.7888
C -4.1317 -0.3779 -2.0402
C 1.6632 3.7056 0.0102
H 3.9536 1.9907 1.9503
H -2.3435 1.9577 -1.4399
C 1.4911 0.7578 0.0539
H -0.9449 -4.5511 2.4675
N -1.4570 -0.3477 2.1973
H 3.3262 -0.1532 0.7630
H 3.9567 3.4488 -1.4883
H 4.3019 -4.0837 1.9311
C -3.4109 3.7680 1.2112
H 0.2527 1.8457 1.4493
C -1.9185 0.7131 2.7853
N 0.6279 -0.4483 0.1313
C 1.0665 1.5871 -1.1681
C 2.4736 -3.5816 0.9064
C -1.1915 -2.5327 2.2931
C 1.4758 -4.4426 -2.6693
C -5.0159 -0.4093 -4.2669
H 1.9766 3.4871 2.1380
N -2.1419 1.3840 0.5307
H 1.6178 1.0142 2.1889
H 1.5416 3.4533 -2.1342
H -0.2490 -3.5995 3.7424
C 2.1274 2.8995 1.2277
H 1.8119 -5.4754 -2.5815
C 2.9831 0.4299 -0.0947
H -3.9120 4.6910 1.4692
Ti -1.2796 -0.4866 0.1627
H 3.1412 -0.1884 -0.9830
H 0.0015 1.8280 -1.0903
F -1.4096 -0.5689 -4.3944
C -2.5459 2.2565 -0.4198
H 2.9403 -3.7607 2.9996
C 1.0947 -2.4250 -1.2231
H 0.6035 3.9638 0.1159
H 2.7476 -5.2547 -0.4075
*
```

Results
highest occupied orbital energy (alpha / beta)	-6.6021 / -8.0933	eV
⟨S²⟩	0.77
orbital gap (alpha / beta)	6.1 / 7.2	eV
energy above the lowest of the compared OMol25 structures with the same formula, charge and spin	0.0	kcal per mole

Mulliken charges in e: number 1, C, carries -1.471; number 2, C, carries 0.564; number 3, H, carries 0.595; number 4, O, carries 0.296; number 5, H, carries 0.511; number 6, C, carries 0.197; number 7, C, carries -0.708; number 8, C, carries 0.432; number 9, N, carries -0.292; number 10, C, carries -0.934; number 11, H, carries 0.436; number 12, C, carries 0.325; number 13, C, carries 0.057; number 14, C, carries -1.522; number 15, C, carries -1.263; number 16, F, carries -0.312; number 17, H, carries 0.421; number 18, C, carries -1.832; number 19, H, carries 0.310; number 20, C, carries -1.961; number 21, H, carries 0.226; number 22, H, carries 0.269; number 23, H, carries 0.540; number 24, C, carries -0.800; number 25, C, carries 0.044; number 26, H, carries 0.555; number 27, C, carries 0.232; number 28, H, carries 0.309; number 29, H, carries 0.543; number 30, F, carries -0.303; number 31, H, carries 0.342; number 32, F, carries -0.354; number 33, C, carries 0.430; number 34, F, carries -0.303; number 35, C, carries -0.032; number 36, H, carries 0.500; number 37, H, carries 0.487; number 38, C, carries -0.634; number 39, N, carries -1.715; number 40, H, carries 0.442; number 41, S, carries -0.692; number 42, C, carries 0.048; number 43, C, carries -1.226; number 44, H, carries 0.545; number 45, H, carries 0.532; number 46, C, carries 0.619; number 47, H, carries 0.213; number 48, N, carries 1.589; number 49, H, carries 0.390; number 50, H, carries 0.543; number 51, H, carries 0.324; number 52, C, carries -0.685; number 53, H, carries -0.278; number 54, C, carries 0.976; number 55, N, carries 1.218; number 56, C, carries -0.656; number 57, C, carries 0.538; number 58, C, carries 0.547; number 59, C, carries -1.617; number 60, C, carries 0.549; number 61, H, carries 0.364; number 62, N, carries 1.100; number 63, H, carries 0.469; number 64, H, carries 0.345; number 65, H, carries 0.245; number 66, C, carries 0.404; number 67, H, carries 0.374; number 68, C, carries -1.636; number 69, H, carries 0.433; number 70, Ti, carries -0.405; number 71, H, carries 0.447; number 72, H, carries -0.398; number 73, F, carries -0.303; number 74, C, carries -0.314; number 75, H, carries 0.351; number 76, C, carries -0.413; number 77, H, carries 0.457; number 78, H, carries 0.372

=====

Record 4
The following is a DFT calculation (ωB97M-V with the def2-TZVPD basis set) of one molecule with the formula C20H16N2O4S at a distorted geometry.

The geometry in ORCA input format:
```
! RIJCOSX wB97M-V def2-TZVPD def2/J DEFGRID3
* xyz 0 1
C -2.3077 -3.2729 1.3614
C 1.2039 2.6109 -1.0909
C 1.3016 4.7041 -0.0926
C 2.7008 1.7050 0.6960
H 1.8770 5.2355 0.6139
O -4.1400 -6.3301 1.1119
H -0.0280 2.4345 -2.9523
O -2.1720 4.3749 -1.6769
H 4.3799 3.0075 1.3679
C 1.5592 1.5251 -0.1893
H -1.3204 -1.7976 -1.8284
H 0.1423 0.1327 -2.1219
H -2.4197 -2.2943 1.9005
H -0.6333 -4.4129 -1.2663
C 0.4301 -1.6906 1.2016
C 3.4751 2.8721 0.7029
C -1.3143 -4.4797 -0.4318
C 1.1283 -0.5354 1.0603
C -0.4888 -2.2440 0.1954
C 2.0743 3.7948 -0.9478
S -0.7234 4.4220 -1.7934
O 3.3268 3.7534 -0.3036
H -0.3016 6.0533 -0.0198
C 1.0104 0.1454 -0.1544
C -2.2728 -5.5088 -0.2369
C -0.6089 -1.5142 -0.9989
H -2.5145 -6.2039 -1.0778
O -0.3359 5.0807 -3.0997
C 0.1916 -0.4059 -1.1493
C -1.3618 -3.3837 0.3984
C -3.1652 -5.3828 0.8467
C -0.0493 2.7464 -1.8403
H 0.5031 -2.2435 2.1299
H 1.7902 -0.4876 3.0957
C -3.2561 -4.2703 1.6063
N 1.9004 -0.0767 2.1202
H -0.8915 2.3105 -1.3153
N 2.9697 0.7916 1.7262
C 0.1401 5.1413 -0.4412
H 2.3738 4.2927 -1.8634
H 3.9510 0.6224 1.8932
H -4.0859 -7.1886 0.5865
H -4.0386 -4.0331 2.2773
*
```

Results
highest occupied orbital energy	-7.3175	eV
orbital gap	6.9	eV
energy above the lowest of the compared OMol25 structures with the same formula, charge and spin	114.4	kcal per mole

Mulliken charges in e: number 1, C, carries -0.219; number 2, C, carries 0.478; number 3, C, carries -0.100; number 4, C, carries 0.348; number 5, H, carries 0.381; number 6, O, carries -0.537; number 7, H, carries 0.402; number 8, O, carries -0.689; number 9, H, carries 0.283; number 10, C, carries 0.858; number 11, H, carries 0.382; number 12, H, carries 0.401; number 13, H, carries 0.319; number 14, H, carries 0.459; number 15, C, carries -1.066; number 16, C, carries -0.755; number 17, C, carries -0.456; number 18, C, carries 0.263; number 19, C, carries 0.310; number 20, C, carries -0.080; number 21, S, carries 1.222; number 22, O, carries -0.442; number 23, H, carries 0.402; number 24, C, carries 0.357; number 25, C, carries -0.666; number 26, C, carries -0.735; number 27, H, carries 0.247; number 28, O, carries -0.681; number 29, C, carries -0.507; number 30, C, carries -0.044; number 31, C, carries 0.881; number 32, C, carries -1.331; number 33, H, carries 0.375; number 34, H, carries 0.268; number 35, C, carries -0.796; number 36, N, carries -0.273; number 37, H, carries 0.463; number 38, N, carries -0.291; number 39, C, carries -0.721; number 40, H, carries 0.325; number 41, H, carries 0.224; number 42, H, carries 0.318; number 43, H, carries 0.424